A molecular structure, C12H5Cl5N2O5Tl at a distorted geometry, computed with the ωB97M-V functional and the def2-TZVPD basis.

ORCA input file:
```
! RIJCOSX wB97M-V def2-TZVPD def2/J DEFGRID3
* xyz -1 1
Tl -0.058 0.092 1.432
C 3.419 -1.888 0.204
C 3.342 -0.403 0.149
N 2.222 0.285 0.182
C 2.555 1.610 0.097
C 3.913 1.722 -0.034
N 4.395 0.437 0.029
C 4.838 2.871 -0.126
O 4.272 4.034 -0.270
O 6.042 2.679 -0.112
C 1.498 2.684 0.090
O 1.909 3.871 -0.021
O 0.312 2.313 0.208
H 2.402 -2.279 0.215
H 3.946 -2.227 1.098
H 3.943 -2.284 -0.667
H 5.380 0.230 -0.017
H 3.224 3.929 -0.337
Cl -5.464 -4.915 -0.185
C -3.962 -4.060 -0.140
C -3.934 -2.667 -0.130
Cl -5.419 -1.791 -0.205
C -2.731 -1.986 -0.078
Cl -2.703 -0.251 -0.087
C -1.465 -2.645 -0.007
O -0.354 -2.041 0.066
C -1.548 -4.070 -0.050
Cl -0.049 -4.925 -0.012
C -2.750 -4.753 -0.104
Cl -2.762 -6.478 -0.136
*
```

Summary:
HOMO level	-5.215	eV
orbital gap	7.56	eV
LUMO energy	2.34	eV